The following is a DFT calculation (wB97M-V/def2-TZVPD) of a structure of composition C40H35F16ILuN7O3.

Cartesian coordinates (Å):
Lu (-0.13, 1.09, 0.23)
C (-2.36, -0.32, 6.81)
C (-2.05, 0.40, 5.52)
C (-1.35, 1.60, 5.52)
C (-1.10, 2.27, 4.34)
C (-1.55, 1.80, 3.09)
N (-1.27, 2.46, 1.90)
C (-1.34, 3.82, 1.86)
C (-2.01, 4.57, 2.87)
C (-1.87, 5.93, 3.01)
C (-1.11, 6.66, 2.10)
C (-0.79, 8.12, 2.31)
C (-0.70, 5.99, 0.96)
C (-0.83, 4.61, 0.79)
C (-0.67, 4.07, -0.64)
O (-0.62, 2.74, -0.84)
C (0.57, 4.73, -1.40)
F (1.52, 5.22, -0.60)
F (1.15, 3.84, -2.21)
F (0.24, 5.78, -2.22)
C (-1.96, 4.58, -1.39)
F (-3.07, 4.12, -0.80)
F (-2.13, 5.93, -1.46)
F (-1.99, 4.14, -2.67)
C (-2.24, 0.56, 3.10)
C (-2.48, -0.10, 4.30)
C (-2.68, 0.00, 1.74)
O (-1.65, -0.31, 0.92)
C (-3.58, -1.27, 1.87)
F (-4.73, -1.05, 2.56)
F (-2.96, -2.29, 2.50)
F (-3.94, -1.76, 0.67)
C (-3.63, 1.09, 1.06)
F (-4.78, 0.58, 0.52)
F (-4.07, 2.04, 1.91)
F (-3.00, 1.69, 0.05)
H (-2.70, 0.38, 7.58)
H (-1.48, -0.84, 7.20)
H (-3.14, -1.06, 6.65)
H (-0.98, 2.02, 6.45)
H (-0.54, 3.19, 4.36)
H (-2.64, 4.02, 3.56)
H (-2.36, 6.43, 3.84)
H (-0.93, 8.39, 3.36)
H (-1.43, 8.77, 1.70)
H (0.25, 8.32, 2.03)
H (-0.26, 6.58, 0.16)
H (-3.01, -1.04, 4.31)
C (-2.68, 0.54, -2.79)
N (-1.79, -0.62, -2.82)
C (-2.58, -1.80, -3.11)
C (-0.70, -0.41, -3.75)
C (0.35, 0.58, -3.22)
N (0.87, 0.18, -1.92)
C (2.00, -0.50, -1.84)
C (2.36, -1.00, -0.55)
F (1.42, -0.82, 0.42)
C (3.53, -1.61, -0.23)
F (3.75, -2.01, 1.05)
C (4.51, -1.83, -1.19)
C (4.17, -1.46, -2.47)
F (5.07, -1.71, -3.46)
C (2.98, -0.86, -2.81)
F (2.79, -0.63, -4.15)
H (-3.09, 0.75, -3.79)
H (-2.15, 1.42, -2.43)
H (-3.51, 0.33, -2.12)
H (-3.22, -1.67, -4.01)
H (-3.22, -2.01, -2.26)
H (-1.93, -2.66, -3.28)
H (-1.08, -0.05, -4.73)
H (-0.19, -1.36, -3.93)
H (1.13, 0.68, -3.98)
H (-0.10, 1.57, -3.11)
H (5.47, -2.27, -0.95)
N (-0.14, -2.30, 2.59)
C (-0.02, -3.63, 2.40)
C (0.12, -4.53, 3.44)
C (0.33, -5.89, 3.21)
C (0.39, -6.41, 1.94)
C (0.24, -5.54, 0.84)
C (0.32, -5.97, -0.50)
C (0.24, -5.05, -1.52)
C (0.05, -3.70, -1.19)
N (-0.06, -3.27, 0.04)
C (0.05, -4.15, 1.05)
H (-0.48, -1.69, 1.83)
H (-0.32, -1.96, 3.52)
H (0.07, -4.16, 4.46)
H (0.45, -6.56, 4.06)
H (0.55, -7.46, 1.77)
H (0.45, -7.02, -0.71)
H (0.33, -5.35, -2.55)
H (-0.01, -2.93, -1.96)
N (2.04, 1.66, 3.97)
C (1.69, 0.50, 3.35)
N (2.43, -0.61, 3.68)
O (0.71, 0.41, 2.62)
H (2.99, 1.79, 4.26)
H (1.61, 2.47, 3.54)
H (3.39, -0.47, 3.94)
H (2.26, -1.40, 3.06)
I (2.51, 2.27, 0.60)

Values from the calculation:
gap between HOMO and LUMO	0.2172	Ha
HOMO energy	-1.8	eV
E	-5285.77208	hartree
charge	-2
lowest unoccupied orbital energy	4.13	eV